[1]
Formula: C39H43ClP2PdSi2
Source: the Open Molecules 2025 dataset
Level of theory: ωB97M-V/def2-TZVPD

Properties
Energy above the lowest of the compared OMol25 structures with the same formula, charge and spin (kJ/mol): 0.00
Calculated total energy (Eh): -3361.08374
Frontier orbital gap (spin up / spin down) (eV): 7.18 / 3.08
HOMO energy (spin up / spin down) (Eh): -0.4518 / -0.4545
Maximum force (hartree/bohr): 0.03155
E_LUMO (spin up / spin down) (eV): -5.111 / -9.288

The geometry in ORCA input format:
```
! wB97M-V def2-TZVPD RIJCOSX def2/J DEFGRID3
* xyz 2 5
C 4.1816 1.7699 -2.3075
C 3.2667 0.8434 -2.8679
C 1.9453 1.2040 -2.4465
H 3.5101 0.0506 -3.5659
C 2.0783 2.3706 -1.5805
C 3.4742 2.6881 -1.5073
H 3.9092 3.5421 -0.9953
H 5.2476 1.8145 -2.5083
H 1.0031 0.8457 -2.8498
H 1.2453 2.9755 -1.2349
Pd 2.1322 0.4656 -0.2909
Si -3.7473 -0.3729 0.4404
C -4.4330 -1.9357 1.1794
C -5.2705 -1.9640 2.3111
H -5.3936 -1.0664 2.9218
C -5.9740 -3.1325 2.6262
H -6.6670 -3.1355 3.4664
C -5.8032 -4.2968 1.8681
H -6.3500 -5.2047 2.1164
C -4.9160 -4.2834 0.7886
H -4.7459 -5.1911 0.2037
C -4.2521 -3.1116 0.4281
H -3.6024 -3.1021 -0.4494
C -5.2280 0.6773 0.0663
C -6.2997 0.0578 -0.6036
H -6.2803 -1.0259 -0.7962
C -7.4050 0.8037 -1.0189
H -8.2086 0.3172 -1.5719
C -7.4727 2.1706 -0.7326
H -8.3274 2.7599 -1.0761
C -6.4450 2.7747 0.0004
H -6.5128 3.8338 0.2514
C -5.3249 2.0359 0.4029
H -4.5297 2.5054 0.9958
H -3.2483 -0.7470 -0.8845
Si -0.0441 -0.1803 0.2635
C -1.0215 0.8150 -0.9952
C -1.4377 0.2419 -2.2125
H -1.2983 -0.8313 -2.3855
C -2.0395 1.0285 -3.2000
H -2.4183 0.5566 -4.1077
C -2.1643 2.4078 -3.0176
H -2.5903 3.0317 -3.8071
C -1.7225 2.9945 -1.8291
H -1.8003 4.0731 -1.6871
C -1.1798 2.1988 -0.8150
H -0.8401 2.6651 0.1138
C -0.0980 -1.9945 -0.1926
C 0.5843 -2.5326 -1.3049
H 1.3048 -1.9287 -1.8640
C 0.3664 -3.8622 -1.6945
H 0.8824 -4.2663 -2.5697
C -0.5230 -4.6661 -0.9739
H -0.7304 -5.6879 -1.2982
C -1.1410 -4.1576 0.1756
H -1.8250 -4.7867 0.7500
C -0.9116 -2.8401 0.5777
H -1.3837 -2.4569 1.4847
H -2.6128 0.2806 1.1705
Cl -0.4063 0.2891 2.2578
C 2.1479 3.0448 1.9823
P 2.8551 1.4303 1.6874
C 2.7699 0.4936 3.2233
C 4.6595 1.7028 1.4834
C 5.3422 2.7924 2.0200
C 6.7152 2.9161 1.8040
C 7.4040 1.9359 1.0843
C 6.7251 0.8348 0.5503
C 5.3477 0.7154 0.7367
P 4.2820 -0.6148 0.0313
C 5.2259 -1.2407 -1.3757
C 4.4147 -1.9605 1.2501
H 2.4859 3.3860 2.9702
H 1.0548 2.9626 1.9612
H 2.4642 3.7464 1.2012
H 3.6842 -0.0874 3.3752
H 2.6657 1.2351 4.0252
H 1.9006 -0.1725 3.2301
H 4.8053 3.5375 2.6018
H 7.2474 3.7753 2.2050
H 8.4774 2.0339 0.9211
H 7.2706 0.0715 -0.0090
H 5.9420 -1.9964 -1.0236
H 4.5132 -1.7186 -2.0580
H 5.7521 -0.4377 -1.8989
H 3.4259 -2.1865 1.6666
H 5.1324 -1.6948 2.0430
H 4.7833 -2.8331 0.6935
*
```

***

[2]
Formula: C4H12NOPS
Source: the Open Molecules 2025 dataset
Level of theory: ωB97M-V/def2-TZVPD

Properties
Energy above the lowest of the compared OMol25 structures with the same formula, charge and spin (kJ/mol): 259.04
Calculated total energy (Eh): -1029.06569
SMILES: CCP(S)OC.C=N
Frontier orbital gap (eV): 9.59
HOMO energy (Eh): -0.3210
Maximum force (hartree/bohr): 0.08881
E_LUMO (eV): 0.858

The geometry in ORCA input format:
```
! wB97M-V def2-TZVPD RIJCOSX def2/J DEFGRID3
* xyz 0 1
C -0.6615 1.9332 0.7879
C -3.1386 -1.5241 -0.3614
C 3.3246 -1.0793 -0.8539
C 0.7497 1.5240 0.2751
N -1.9860 -1.1123 -0.5854
O 2.5851 -0.0613 -0.1683
P 0.9161 -0.1743 -0.3015
S 0.3942 -1.1874 1.4845
H -0.7288 3.0322 1.1578
H -1.4356 1.7270 -0.0884
H -1.0836 1.2560 1.6699
H -3.4580 -2.1095 0.5443
H -4.0896 -1.1722 -0.8687
H 0.2151 -2.3546 0.8285
H 2.8235 -1.2523 -1.7874
H 3.1264 -2.0796 -0.2952
H 4.2632 -0.6452 -0.8266
H 1.4854 1.6081 0.9674
H 1.0817 2.1564 -0.7081
H -1.7202 -0.6448 -1.4379
*
```

***

[3]
Formula: C38H41N3O4
Source: the Open Molecules 2025 dataset
Level of theory: ωB97M-V/def2-TZVPD

Properties
Energy above the lowest of the compared OMol25 structures with the same formula, charge and spin (kJ/mol): 0.00
Calculated total energy (Eh): -1937.84428
SMILES: COc1cc(OC)c2c(-c3ccccc3)cc(=O)oc2c1[C@@H](CCN1CCN(c2ccccc2)CC1)c1ccc(N(C)C)cc1
Frontier orbital gap (eV): 7.63
HOMO energy (Eh): -0.2693
Maximum force (hartree/bohr): 0.02293
E_LUMO (eV): 0.303

The geometry in ORCA input format:
```
! wB97M-V def2-TZVPD RIJCOSX def2/J DEFGRID3
* xyz 0 1
C -1.5031 -2.0461 2.8842
H -1.8946 -2.7976 2.1897
O -1.4702 -0.7659 2.3057
C -0.6317 -0.5211 1.2684
C -0.5452 0.8059 0.8431
C 0.2501 1.0813 -0.2684
C 1.0428 0.0998 -0.8958
C 0.9524 -1.2292 -0.4211
C 0.1070 -1.5202 0.6337
H 0.0154 -2.5393 0.9669
O 1.7109 -2.1580 -1.0463
C 1.8004 -3.4526 -0.5040
H 2.1550 -3.4265 0.5319
H 2.5294 -3.9710 -1.1244
H 0.8446 -3.9801 -0.5584
C 1.8812 0.5220 -1.9869
C 1.7586 1.7890 -2.4597
C 0.8753 2.7540 -1.8552
O 0.6769 3.8800 -2.2504
O 0.2335 2.3580 -0.7144
H 2.3541 2.1398 -3.2876
C 2.9042 -0.3543 -2.5860
C 3.9676 -0.8137 -1.8148
C 4.9591 -1.5873 -2.3862
C 4.9023 -1.9109 -3.7322
C 3.8573 -1.4413 -4.5080
C 2.8688 -0.6568 -3.9408
H 2.0567 -0.2851 -4.5476
H 3.8141 -1.6820 -5.5604
H 5.6750 -2.5220 -4.1753
H 5.7817 -1.9395 -1.7805
H 4.0140 -0.5560 -0.7666
C -1.2342 1.9221 1.5956
C -0.8343 1.8305 3.0533
C 0.5130 1.9564 3.3733
C 0.9648 1.8807 4.6738
C 0.0772 1.6674 5.7361
C -1.2776 1.5448 5.4096
C -1.7165 1.6210 4.1012
H -2.7724 1.5108 3.9120
H -2.0140 1.3868 6.1806
N 0.5242 1.5414 7.0395
C 1.8735 1.9473 7.3556
H 2.5890 1.3264 6.8138
H 2.0515 1.8050 8.4195
H 2.0650 2.9996 7.1098
C -0.4378 1.6004 8.1146
H -1.0097 2.5371 8.1167
H -1.1363 0.7650 8.0397
H 0.0814 1.5127 9.0667
H 2.0213 1.9939 4.8537
H 1.2289 2.1242 2.5800
C -2.7463 1.9383 1.3561
H -3.1780 0.9825 1.6480
C -3.0833 2.2466 -0.1027
N -2.7156 1.1680 -0.9943
C -2.6012 1.5725 -2.3791
C -1.8954 0.4713 -3.1776
N -2.4146 -0.8359 -2.8285
C -1.6154 -1.9494 -2.8733
C -0.5003 -1.9783 -3.7235
C 0.2800 -3.1085 -3.8442
C -0.0284 -4.2596 -3.1400
C -1.1181 -4.2450 -2.2860
C -1.8917 -3.1107 -2.1397
H -2.7144 -3.1377 -1.4415
H -1.3700 -5.1306 -1.7169
H 0.5724 -5.1499 -3.2491
H 1.1335 -3.0941 -4.5060
H -0.2594 -1.1109 -4.3161
C -3.6775 -0.7800 -2.1443
C -3.5457 -0.0165 -0.8234
H -4.5538 0.2460 -0.4596
H -3.0678 -0.6600 -0.0767
H -4.0663 -1.7816 -1.9702
H -4.3941 -0.2674 -2.7986
H -0.8278 0.5014 -2.9449
H -2.0233 0.6685 -4.2525
H -3.5794 1.8148 -2.8328
H -1.9905 2.4763 -2.4275
H -4.1644 2.4762 -0.1796
H -2.5300 3.1374 -0.4086
H -3.1866 2.7237 1.9739
H -0.8324 2.8627 1.2042
H -0.5145 -2.3545 3.2377
H -2.1754 -1.9615 3.7367
*
```

***

[4]
Formula: C6H8NO2S
Source: the Open Molecules 2025 dataset
Level of theory: ωB97M-V/def2-TZVPD

Properties
Energy above the lowest of the compared OMol25 structures with the same formula, charge and spin (kJ/mol): 127.21
Calculated total energy (Eh): -836.49347
Frontier orbital gap (eV): 8.66
HOMO energy (Eh): -0.5321
Maximum force (hartree/bohr): 0.13921
E_LUMO (eV): -5.821

The geometry in ORCA input format:
```
! wB97M-V def2-TZVPD RIJCOSX def2/J DEFGRID3
* xyz 1 1
C -1.9781 0.4593 -0.4087
C -2.8566 0.8722 -2.8174
C -1.4022 0.2653 0.9059
C 0.1270 0.3228 0.8797
C 0.6651 -0.5390 -0.2617
C 0.3997 0.1191 -1.6159
N -0.8734 0.7895 -1.6144
O -3.5953 1.0336 -3.7069
O -1.5511 0.8531 -2.7960
S -3.4910 0.5922 -1.0294
H -1.8145 1.0018 1.6072
H -1.7422 -0.7110 1.2815
H 0.4559 1.3536 0.7446
H 0.5124 -0.0294 1.8346
H 1.7399 -0.6781 -0.1557
H 0.1922 -1.5223 -0.2251
H 1.1532 0.8851 -1.8284
H 0.4234 -0.6198 -2.4220
*
```